ORCA calculation (wB97M-V/def2-TZVPD) on 2 unconnected molecules or ions with the total composition C4H7O4P in a non-equilibrium geometry.

Geometry as XYZ:
```
16
Properties=species:S:1:pos:R:3:nbo_charge:R:1
C -1.464 0.427 -0.041 0.45
C 1.805 -1.283 -0.392 -0.65
C 1.741 1.148 0.187 -0.65
C 1.450 -0.254 0.663 -0.60
O -3.846 0.199 -1.104 -1.16
O -3.219 -1.695 0.502 -1.18
O -1.178 1.425 -0.567 -0.47
O -3.570 0.682 1.406 -1.16
P -3.286 -0.226 0.232 2.31
H 1.507 -2.281 -0.065 0.19
H 1.335 -1.108 -1.378 0.13
H 2.892 -1.297 -0.563 0.16
H 2.778 1.245 -0.168 0.16
H 1.595 1.870 0.996 0.18
H 1.083 1.479 -0.646 0.14
H 0.377 -0.332 0.937 0.15
```

Summary:
**Energy relative to the best compared isomer or geometry (same formula, charge and spin)**: 1.953 eV
**HOMO energy (alpha / beta)**: 1.25 / 1.26 eV
**Lowest unoccupied orbital energy (alpha / beta)**: 6.582 / 6.581 eV
**Spin multiplicity**: 1
**Total charge**: -2
**Gap between HOMO and LUMO (alpha / beta)**: 5.33 / 5.32 eV